This record from OMol25 describes the molecule C5H12N2O at a distorted geometry. The level of theory is ωB97M-V/def2-TZVPD.

Each line ends with the natural charge from an NBO analysis.
Cartesian coordinates (Å):
1 C -1.4804 1.2092 -0.2283  -0.619
2 C -1.5339 -0.1942 0.4616  -0.066
3 C -1.5903 -1.3408 -0.5921  -0.617
4 N -0.4592 -0.4067 1.4264  -0.410
5 C 0.7678 -0.4680 1.1343  0.249
6 N 1.3840 -0.2131 -0.1305  -0.222
7 C 2.0146 1.0986 -0.0872  -0.436
8 O 2.4617 -1.1153 -0.1771  -0.586
9 H -1.2212 1.9836 0.5357  0.211
10 H -2.4626 1.3975 -0.6730  0.213
11 H -0.6918 1.2115 -0.9686  0.208
12 H -2.4556 -0.2270 1.0324  0.188
13 H -0.7118 -1.2955 -1.2125  0.209
14 H -2.4822 -1.1832 -1.2017  0.207
15 H -1.6994 -2.3314 -0.1851  0.214
16 H 1.4967 -0.7107 1.9222  0.165
17 H 2.8089 1.1157 0.6548  0.190
18 H 1.2841 1.8921 0.2052  0.213
19 H 2.4178 1.3412 -1.0800  0.212
20 H 2.1529 -1.7636 -0.8364  0.477

Atoms 1-3, force components in eV/Å:
0.128 -0.578 1.208
0.327 0.076 -0.842
-0.539 1.089 0.258

max |F|	1.5	eV/Å
Kohn-Sham gap	10.1	eV
calculated total energy	-382.3737	Eh
structure (SMILES)	CC(C)/N=C\N(C)O
E_HOMO	-9.245	eV
total charge	0
energy above the lowest of the compared OMol25 structures with the same formula, charge and spin	338.3	kJ/mol